(1)
Here is a molecular structure, C23H33Cl5GeNO2PPb at a distorted geometry from the OMol25 dataset. Energies are from wB97M-V/def2-TZVPD.

- Spin multiplicity: 2
- E_HOMO (spin up / spin down): -0.4219 / -0.4232 Ha
- Total charge: +1
- E_LUMO (spin up / spin down): -0.1043 / -0.2257 hartree
- Kohn-Sham gap (spin up / spin down): 0.31759 / 0.19753 hartree
- ⟨S²⟩: 0.7736

Geometry (Å):
Pb: 8.025 10.312 12.772
C: 10.613 9.321 15.955
C: 9.724 10.229 16.823
C: 8.439 9.445 17.180
C: 9.423 11.680 16.379
C: 8.848 12.430 17.391
C: 8.629 13.817 17.338
C: 9.084 14.489 16.226
C: 9.591 13.813 15.101
C: 10.214 14.665 14.018
C: 9.306 15.786 13.416
C: 11.438 15.423 14.557
C: 9.694 12.374 15.143
N: 9.874 11.669 13.979
H: 10.733 8.347 16.451
H: 11.623 9.683 15.878
H: 10.269 9.096 14.954
H: 10.257 10.449 17.748
H: 7.919 9.130 16.257
H: 7.761 10.031 17.833
H: 8.772 8.509 17.717
H: 8.639 11.875 18.321
H: 8.179 14.312 18.193
H: 9.051 15.592 16.196
H: 10.595 14.046 13.212
H: 9.122 16.551 14.161
H: 8.334 15.334 13.128
H: 9.790 16.250 12.537
H: 11.210 16.132 15.372
H: 11.973 15.936 13.742
H: 12.229 14.716 14.919
Cl: 12.599 12.583 11.840
Ge: 11.524 11.484 13.372
Cl: 13.075 11.233 14.953
Cl: 11.297 9.593 12.235
Cl: 8.450 6.144 12.782
C: 6.669 6.327 12.759
Cl: 5.929 7.322 11.429
H: 6.425 6.815 13.694
H: 6.246 5.310 12.695
C: 6.290 10.433 9.220
P: 7.985 10.315 9.891
C: 8.587 8.650 9.363
C: 8.919 11.420 8.827
C: 9.337 10.963 7.608
C: 10.007 11.845 6.739
C: 10.197 13.162 7.127
C: 9.599 13.657 8.298
C: 9.034 12.762 9.164
H: 6.296 10.121 8.152
H: 6.046 11.506 9.257
H: 5.602 9.792 9.753
H: 8.116 8.364 8.405
H: 8.343 7.902 10.074
H: 9.643 8.690 9.207
H: 9.193 9.934 7.380
H: 10.423 11.548 5.816
H: 10.847 13.728 6.472
H: 9.543 14.710 8.544
H: 8.652 13.078 10.137
C: 4.860 13.210 12.297
C: 5.966 12.190 12.402
O: 7.156 12.511 12.017
O: 5.733 11.022 12.897
H: 5.055 14.055 11.630
H: 4.644 13.503 13.299
H: 3.958 12.662 11.932

---

(2)
Here is a molecular structure, C11H32N2O5P2Pb at a distorted geometry from the OMol25 dataset. Energies are from wB97M-V/def2-TZVPD.

- E_HOMO (spin up / spin down): -0.1973 / -0.1973 Ha
- E_LUMO (spin up / spin down): -0.0175 / -0.0175 hartree
- Energy above the lowest of the compared OMol25 structures with the same formula, charge and spin: 0.000 eV
- Kohn-Sham gap (spin up / spin down): 0.17982 / 0.17986 hartree

Geometry (Å):
O: -0.189 3.974 0.476
H: -0.452 4.897 0.514
Pb: -0.233 0.838 -0.097
N: -1.092 -0.085 -2.265
N: 1.064 -1.289 -1.225
O: -2.203 0.464 -2.914
O: 2.373 -1.773 -0.987
C: -0.511 -1.027 -2.997
C: 0.688 -1.645 -2.454
C: -1.073 -1.447 -4.316
C: 1.545 -2.592 -3.203
H: -1.892 -0.764 -4.592
H: -1.471 -2.477 -4.255
H: -0.299 -1.440 -5.101
H: 2.052 -3.266 -2.499
H: 2.321 -2.044 -3.766
H: 0.955 -3.170 -3.925
H: -2.520 1.139 -2.280
H: 2.659 -1.326 -0.172
O: -1.113 -2.097 0.532
H: -1.765 -2.780 0.290
H: -0.345 -2.263 -0.053
C: 1.480 2.299 -0.744
H: 1.220 3.314 -0.442
H: 1.535 2.150 -1.832
H: 2.360 1.911 -0.215
O: -1.606 2.518 -0.869
H: -0.914 3.444 -0.128
H: -1.475 2.838 -1.780
C: 1.851 0.341 4.196
P: 0.961 -0.349 2.764
C: 1.822 -1.961 2.571
C: -0.591 -0.947 3.633
C: -1.667 0.162 3.777
P: -1.647 1.370 2.409
C: -3.319 2.015 2.274
C: -0.654 2.810 2.881
H: 2.881 0.537 3.884
H: 1.402 1.281 4.524
H: 1.848 -0.378 5.020
H: 1.921 -2.442 3.556
H: 1.267 -2.622 1.887
H: 2.822 -1.766 2.157
H: -0.989 -1.774 3.018
H: -0.276 -1.327 4.620
H: -2.671 -0.306 3.748
H: -1.561 0.719 4.727
H: -3.517 2.688 3.115
H: -3.428 2.550 1.325
H: -4.023 1.178 2.292
H: -0.473 3.351 1.893
H: -1.259 3.475 3.513
H: 0.324 2.595 3.334